Record 1
Below is a molecular structure, C5H10O, with properties calculated with ωB97M-V/def2-TZVPD.

Computed properties:
HOMO energy (alpha / beta) = -0.262 / -0.262 Ha
Energy relative to the best compared isomer or geometry (same formula, charge and spin) = 5.027 eV
Frontier orbital gap (alpha / beta) = 7.8 / 7.8 eV

```
! RIJCOSX wB97M-V def2-TZVPD def2/J DEFGRID3
* xyz 0 1
C -1.30075 -0.10107 1.68189
C 0.04112 -0.65988 1.28465
O 0.09033 -1.31950 0.02856
C -0.28415 -0.60356 -0.98359
C 1.00936 0.95961 -0.76919
C 0.79140 -0.08368 -1.86411
H -1.23238 0.26046 2.71285
H -2.11161 -0.84419 1.63971
H -1.59801 0.75039 1.05333
H 0.71060 0.52291 0.43685
H 0.46381 -1.34882 2.01976
H -1.22784 -0.05981 -0.91921
H 0.50341 1.90138 -0.97841
H 2.06591 1.12230 -0.53761
H 0.45601 0.28530 -2.83466
H 1.62280 -0.78184 -1.97081
*
```

=====

Record 2
Below is a molecular structure, C23H33BN6OPdS2, with properties calculated with ωB97M-V/def2-TZVPD.

Computed properties:
HOMO energy = -0.016 Ha
Frontier orbital gap = 5.3 eV

```
! RIJCOSX wB97M-V def2-TZVPD def2/J DEFGRID3
* xyz -2 1
Pd -0.20864 1.17448 0.09917
C -0.28105 -0.08572 -3.14888
N -1.11153 0.92002 -2.53076
C -2.49048 0.92471 -2.48506
C -2.86336 2.08277 -1.89577
N -1.74628 2.81188 -1.59514
B -1.73129 4.19826 -0.88986
N -0.74010 4.09514 0.29758
C 0.30576 4.94237 0.56600
C 0.93565 4.53351 1.68655
N 0.30296 3.37059 2.10495
C 0.44647 2.78230 3.40278
C -0.72792 3.07395 1.21866
S -2.03549 2.04317 1.64247
C -0.64216 2.08727 -1.95148
S 0.86668 2.78981 -2.45414
H -0.88731 -0.66513 -3.84529
H 0.13706 -0.74693 -2.38676
H 0.52646 0.41547 -3.68188
H -3.07891 0.10549 -2.85673
H -3.84309 2.43450 -1.62436
H -2.85742 4.40799 -0.49238
H -1.33515 5.06343 -1.64250
H 0.52031 5.78022 -0.07470
H 1.80808 4.91038 2.19226
H 1.49601 2.79158 3.69557
H 0.08381 1.75717 3.35870
H -0.14397 3.33093 4.14840
N 2.68879 2.07419 0.19999
C 3.83475 2.59962 0.65693
C 4.07836 2.01881 1.88290
C 2.99583 1.13933 2.06516
N 2.15647 1.18452 1.03816
H 2.19029 2.30546 -0.68659
H 4.36902 3.34833 0.09557
H 4.90835 2.19432 2.54835
H 2.81078 0.47619 2.89427
C 1.93947 -1.92069 2.07786
C 2.20793 -2.88226 0.91167
C 3.00747 -2.19487 -0.19929
C 0.90086 -3.44925 0.39313
C 0.70407 -4.81779 0.45290
C -0.48253 -5.42463 0.05187
C -1.50457 -4.60450 -0.41002
C -1.35295 -3.23365 -0.50817
C -2.49839 -2.36276 -0.97601
C -3.59408 -2.25996 0.08803
C -3.07330 -2.84087 -2.31189
C -0.12875 -2.57604 -0.12097
O 0.00268 -1.30775 -0.20312
H 2.87303 -1.58259 2.54016
H 1.33379 -2.41881 2.83900
H 1.38994 -1.05563 1.70248
H 2.80420 -3.72448 1.28751
H 2.42051 -1.37023 -0.59691
H 3.22816 -2.90073 -1.00523
H 3.95237 -1.79350 0.18128
H 1.51536 -5.44361 0.82090
H -0.60376 -6.50159 0.10150
H -2.45447 -5.05879 -0.68525
H -2.08365 -1.36224 -1.09778
H -4.04367 -3.23726 0.29130
H -4.38267 -1.57007 -0.23041
H -3.16099 -1.87832 1.01361
H -3.55295 -3.81835 -2.20934
H -2.27681 -2.93600 -3.05207
H -3.82402 -2.14317 -2.69894
*
```

=====

Record 3
Below is a molecular structure, C5BF2N3RhS3 in a non-equilibrium geometry, with properties calculated with ωB97M-V/def2-TZVPD.

Computed properties:
HOMO energy = -0.182 Ha
Frontier orbital gap = 5.9 eV

```
! RIJCOSX wB97M-V def2-TZVPD def2/J DEFGRID3
* xyz -1 1
Rh 0.52571 -1.08344 -1.07054
S 0.44541 -1.06224 1.37366
C -0.15969 0.53546 1.54816
C -0.59219 0.84526 2.84206
N -0.95989 1.04726 3.91496
C -0.20839 1.52456 0.55146
S 0.37671 1.35856 -1.05424
C -0.70449 2.79596 0.86406
N -1.11119 3.85746 1.05156
S 1.88301 -2.47454 -2.34444
C 2.77431 -1.38724 -1.42974
N 3.62641 -0.76744 -0.93224
F -2.41339 -2.25244 -0.88964
B -1.48799 -1.58494 -1.59954
F -1.99429 -1.35224 -2.82554
*
```

=====

Record 4
Below is a single C2H5N3O molecule in a non-equilibrium geometry, with properties calculated with ωB97M-V/def2-TZVPD.

Computed properties:
HOMO energy = -0.356 Ha
Energy relative to the best compared isomer or geometry (same formula, charge and spin) = 3.620 eV
Frontier orbital gap = 9.8 eV
Structure (SMILES) = [H]/N=C(N)\C=N/O

```
! RIJCOSX wB97M-V def2-TZVPD def2/J DEFGRID3
* xyz 0 1
H -0.22173 1.21815 1.18254
N 0.58957 1.25361 0.44754
C 0.73836 0.01482 0.08383
N 2.04669 -0.32766 -0.29865
C -0.31902 -1.01220 0.27301
N -1.54181 -0.65480 0.15258
O -1.72031 0.53922 -0.52287
H 2.60046 0.49153 -0.36391
H 2.16750 -1.06500 -1.06667
H -0.06608 -1.94090 0.86274
H -0.89489 1.06871 -0.68301
*
```

=====

Record 5
Below is a molecular structure, C19H38FeN8PS in a non-equilibrium geometry, with properties calculated with ωB97M-V/def2-TZVPD.

Computed properties:
HOMO energy (alpha / beta) = -0.751 / -0.751 Ha
Energy relative to the best compared isomer or geometry (same formula, charge and spin) = 0.000 eV
Frontier orbital gap (alpha / beta) = 7.0 / 7.4 eV

```
! RIJCOSX wB97M-V def2-TZVPD def2/J DEFGRID3
* xyz 4 2
Fe -1.24223 -0.07170 0.10661
C -3.06647 1.46119 1.84603
C -3.08864 0.06409 2.40361
N -2.62364 -0.86402 1.33726
C -3.65983 -1.20446 0.29288
C -3.94795 -0.13143 -0.78244
S -2.51923 0.78097 -1.57450
C -2.79679 2.49227 -1.01083
C -1.87610 2.79563 0.15505
N -1.81296 1.60192 1.04400
H -3.07687 2.21701 2.63266
H -3.92476 1.66045 1.21170
H -4.07925 -0.23544 2.74877
H -2.40205 -0.03688 3.24572
H -2.38557 -1.75037 1.77476
H -4.63311 -1.43704 0.73507
H -3.31213 -2.11491 -0.17975
H -4.65345 0.60915 -0.41379
H -4.46172 -0.66048 -1.58683
H -3.85844 2.58180 -0.78664
H -2.60258 3.14293 -1.86355
H -2.21925 3.67485 0.70571
H -0.86472 2.99901 -0.19809
H -1.06962 1.75530 1.71595
C 3.07598 1.65230 -3.05850
N 3.39295 1.66525 -1.53358
C 4.13637 0.34668 -1.19480
N 3.34363 -0.76378 -1.58402
C 3.05624 -0.72512 -3.02165
N 2.32998 0.49213 -3.37965
C 0.95974 0.51497 -2.87666
P 0.97455 0.42396 -1.03236
C 2.14688 1.81986 -0.70013
C 2.15805 -0.96835 -0.75827
H 4.04592 1.65425 -3.55496
H 2.54218 2.57571 -3.27891
H 4.01275 2.45608 -1.33230
H 4.34325 0.36389 -0.12539
H 5.06954 0.38368 -1.75607
H 2.46841 -1.59770 -3.30063
H 3.99713 -0.75305 -3.57070
H 0.39794 -0.32716 -3.28234
H 0.45732 1.42802 -3.20461
H 2.44974 1.84141 0.34597
H 1.69685 2.78281 -0.94943
H 1.69246 -1.91821 -1.01475
H 2.43845 -1.00184 0.29670
C 1.41939 -3.08772 3.69792
C 1.09563 -1.76664 3.08818
C 1.44586 -0.47555 3.43219
C 0.84074 0.37413 2.50886
N 0.12338 -0.35051 1.61312
N 0.31165 -1.65088 1.99917
C 0.95481 1.86835 2.54514
H 2.37532 -3.03467 4.21419
H 1.47385 -3.87561 2.94715
H 0.65673 -3.35427 4.43161
H 2.06668 -0.18040 4.26322
H -0.05519 -2.41493 1.45367
H 1.96742 2.15361 2.83106
H 0.31176 2.29568 3.32067
H 0.72780 2.35744 1.59648
C -1.15815 -3.82177 -2.57452
C -1.05884 -2.65332 -1.69904
N -0.96864 -1.73726 -1.00811
H -1.64374 -3.53201 -3.50741
H -1.74268 -4.59365 -2.07118
H -0.15274 -4.19565 -2.77463
*
```